# 1
{
  "formula": "C26H15BrCl5IrN5O2S2",
  "method": "ωB97M-V/def2-TZVPD",
  "mol_weight_g_mol": 942.96,
  "charge": 1,
  "lumo_ev": -3.46,
  "species": ["Ir", "Cl", "C", "C", "C", "Cl", "C", "Cl", "C", "Cl", "C", "Cl", "C", "C", "N", "C", "C", "S", "C", "C", "S", "C", "N", "C", "H", "H", "H", "H", "H", "H", "H", "H", "Br", "C", "C", "N", "C", "C", "C", "C", "O", "O", "H", "H", "H", "N", "C", "C", "C", "C", "C", "N", "C", "H", "H", "H", "H"],
  "positions_angstrom": [[0.31611, -0.24044, -0.23031], [2.20168, 0.21080, 1.30931], [1.84825, 1.83292, 0.72418], [0.86089, 1.81653, -0.24499], [0.59667, 3.08400, -0.77094], [-0.41385, 3.29719, -2.15661], [1.23139, 4.23949, -0.28341], [0.84913, 5.78126, -0.92899], [2.20471, 4.16422, 0.71967], [3.00549, 5.56400, 1.28629], [2.54283, 2.91578, 1.22703], [3.76009, 2.70045, 2.41195], [-2.59415, 1.31246, -1.79407], [-2.42828, -0.15786, -1.76851], [-1.43430, -0.81388, -1.21578], [-1.66218, -2.18821, -1.24921], [-2.78011, -2.55525, -1.91106], [-3.62185, -1.17093, -2.43929], [-0.73432, -3.04506, -0.53069], [-0.83865, -4.36948, -0.26261], [0.45726, -4.83839, 0.73730], [1.07849, -3.25220, 0.74412], [0.36104, -2.41915, 0.02483], [2.31539, -2.94416, 1.51456], [-1.84330, 1.76404, -1.15559], [-3.58273, 1.58163, -1.42284], [-2.49198, 1.70687, -2.80437], [-3.16142, -3.54884, -2.06894], [-1.60835, -5.05901, -0.56111], [2.77858, -3.86239, 1.86817], [2.07448, -2.33597, 2.38788], [3.03689, -2.41361, 0.89483], [-2.15032, 3.53923, 5.33792], [-2.65265, 1.85806, 4.64463], [-3.68304, 1.14136, 5.24006], [-4.07666, -0.04652, 4.79910], [-3.45985, -0.55441, 3.73977], [-2.42490, 0.09335, 3.07517], [-2.00451, 1.33058, 3.54529], [-1.80269, -0.55031, 1.86964], [-2.29806, -1.53067, 1.33383], [-0.70910, 0.03329, 1.48946], [-4.20350, 1.54228, 6.10145], [-3.79448, -1.52413, 3.39327], [-1.19498, 1.85730, 3.06053], [5.69467, 1.45189, -3.25187], [4.70286, 0.87536, -3.23872], [3.45866, 0.16158, -3.21607], [2.99379, -0.52724, -4.32853], [1.78847, -1.19501, -4.21893], [1.09349, -1.14650, -3.02628], [1.53382, -0.47447, -1.94844], [2.70211, 0.16827, -2.05245], [3.56572, -0.53710, -5.24591], [1.38085, -1.74993, -5.05099], [0.15865, -1.67257, -2.91953], [3.05774, 0.69951, -1.18321]],
  "forces_ev_per_a": [[1.179, -1.057, 0.263], [-0.252, -0.111, -0.396], [-0.069, 0.238, 0.120], [-0.695, -0.010, 0.360], [0.236, 0.013, -0.165], [0.377, 0.213, -0.195], [0.097, -0.014, 0.069], [-0.013, -0.044, -0.015], [-0.097, -0.002, -0.119], [-0.016, -0.020, 0.020], [0.022, -0.080, 0.020], [-0.046, 0.015, -0.018], [-0.110, -0.113, 0.232], [-0.076, 0.219, -0.059], [0.252, 0.212, -0.089], [0.091, -0.224, -0.141], [0.102, 0.053, 0.037], [-0.018, -0.003, 0.086], [-0.056, -0.009, -0.093], [0.095, 0.176, -0.013], [0.024, -0.027, -0.035], [0.044, -0.058, -0.098], [-0.586, 0.269, 0.204], [-0.030, 0.108, 0.025], [-0.231, -0.141, 0.011], [-0.040, -0.038, -0.001], [0.014, -0.032, 0.045], [0.004, -0.030, 0.012], [-0.030, -0.009, -0.006], [0.015, -0.002, -0.002], [0.008, 0.011, -0.001], [0.015, 0.002, -0.009], [-0.001, -0.008, -0.003], [0.012, -0.015, -0.031], [0.021, 0.073, 0.041], [-0.040, -0.035, 0.028], [0.011, -0.045, -0.101], [0.030, -0.084, -0.040], [0.003, -0.020, 0.017], [-0.183, -0.322, 0.025], [-0.076, 0.052, 0.111], [0.303, 0.723, -0.102], [0.009, 0.017, 0.007], [0.000, 0.000, -0.026], [-0.004, 0.017, -0.007], [0.036, 0.011, 0.011], [0.023, 0.033, -0.007], [-0.065, -0.045, 0.058], [-0.011, -0.004, -0.012], [0.003, -0.004, 0.024], [0.098, -0.076, 0.090], [-0.308, 0.277, -0.192], [0.049, -0.091, 0.075], [0.001, 0.002, -0.004], [-0.013, -0.013, 0.007], [-0.087, 0.014, 0.006], [-0.019, 0.039, -0.028]]
}


# 2
{
  "formula": "C26H16Br2NO2STi",
  "method": "ωB97M-V/def2-TZVPD",
  "mol_weight_g_mol": 614.16,
  "charge": 1,
  "lumo_ev": -4.08,
  "species": ["Ti", "Br", "C", "C", "C", "C", "C", "C", "C", "C", "C", "C", "H", "H", "H", "H", "H", "H", "S", "C", "C", "C", "C", "C", "C", "C", "C", "C", "N", "H", "H", "H", "H", "H", "H", "Br", "C", "C", "C", "C", "C", "C", "C", "O", "O", "H", "H", "H", "H"],
  "positions_angstrom": [[0.26597, -0.70785, 0.64794], [3.00639, -0.43286, 0.90240], [2.99696, 1.39502, 0.36549], [4.17029, 2.08504, 0.40249], [4.17415, 3.42827, -0.02728], [3.02015, 4.00055, -0.47322], [1.80858, 3.27103, -0.51506], [0.62003, 3.87489, -0.99501], [-0.54594, 3.17444, -1.04186], [-0.58177, 1.83390, -0.59940], [0.53478, 1.18083, -0.11317], [1.76686, 1.92065, -0.08198], [5.08037, 1.61608, 0.74852], [5.09681, 3.99073, -0.00179], [3.01261, 5.03013, -0.80774], [0.65775, 4.90561, -1.32519], [-1.45071, 3.63782, -1.41146], [-1.53184, 1.31802, -0.64915], [-3.96649, -1.20415, 1.92912], [-4.01744, -1.21250, 0.22130], [-2.78610, -1.04183, -0.34382], [-1.76143, -0.87806, 0.63290], [-2.27536, -0.95740, 1.90490], [-1.39960, -0.88639, 3.06723], [-1.80789, -0.95196, 4.39058], [-0.86124, -0.87491, 5.39541], [0.48002, -0.73013, 5.06406], [0.82587, -0.67211, 3.73272], [-0.08540, -0.75213, 2.74922], [-4.96263, -1.35230, -0.27949], [-2.62115, -1.03199, -1.41291], [-2.85864, -1.06231, 4.62001], [-1.16606, -0.92656, 6.43175], [1.24625, -0.66501, 5.82185], [1.85450, -0.55861, 3.42182], [-0.90540, -5.11478, -2.90090], [-0.74918, -3.26386, -3.21070], [-1.50595, -2.69891, -4.22977], [-1.45242, -1.33586, -4.47050], [-0.64803, -0.51377, -3.68761], [0.08815, -1.08429, -2.66709], [0.05227, -2.45320, -2.41357], [0.88948, -2.97844, -1.29776], [1.63817, -3.89671, -1.33718], [0.70618, -2.25986, -0.13152], [-2.13834, -3.33524, -4.83274], [-2.04057, -0.91522, -5.27505], [-0.59561, 0.54974, -3.87631], [0.72259, -0.46358, -2.04044]],
  "forces_ev_per_a": [[-0.187, -0.494, 0.088], [0.147, -0.068, 0.090], [0.049, 0.041, -0.005], [-0.081, 0.046, -0.029], [0.033, -0.048, 0.027], [0.007, 0.023, -0.012], [-0.059, 0.015, -0.016], [0.033, -0.001, 0.012], [-0.027, -0.080, 0.023], [-0.098, -0.029, -0.003], [0.366, 0.289, -0.031], [-0.061, 0.098, -0.025], [0.006, -0.008, 0.008], [0.004, -0.005, 0.003], [0.007, 0.000, -0.002], [0.015, 0.000, -0.002], [-0.009, -0.005, 0.006], [-0.009, 0.015, -0.019], [-0.084, -0.012, 0.006], [0.068, -0.003, -0.079], [-0.089, 0.009, 0.095], [-0.184, -0.062, -0.172], [0.187, 0.025, 0.176], [-0.028, 0.002, -0.083], [-0.002, 0.004, 0.010], [-0.019, 0.001, -0.054], [0.034, 0.000, -0.002], [-0.008, 0.003, 0.046], [0.043, 0.021, 0.062], [0.004, -0.001, -0.011], [-0.010, -0.007, -0.007], [0.000, -0.002, 0.003], [0.000, 0.001, 0.009], [0.005, 0.001, -0.005], [0.001, -0.002, 0.051], [0.008, -0.005, 0.002], [-0.021, -0.002, 0.017], [-0.006, -0.035, -0.006], [0.064, 0.102, 0.037], [-0.088, -0.149, -0.078], [0.087, 0.030, 0.195], [-0.085, 0.095, -0.117], [-0.062, -0.073, 0.289], [0.040, -0.011, 0.003], [-0.009, 0.244, -0.296], [0.002, -0.009, 0.005], [-0.004, -0.002, -0.003], [0.014, 0.010, 0.012], [0.006, 0.038, -0.218]]
}


# 3
{
  "formula": "C26H16BrN3O3Pd",
  "method": "ωB97M-V/def2-TZVPD",
  "mol_weight_g_mol": 604.76,
  "lumo_ev": -1.15,
  "species": ["Pd", "Br", "C", "C", "C", "C", "O", "C", "C", "N", "C", "C", "C", "C", "C", "C", "C", "C", "N", "C", "C", "H", "H", "H", "H", "H", "H", "H", "H", "H", "H", "O", "C", "O", "C", "C", "C", "C", "C", "C", "C", "C", "C", "N", "H", "H", "H", "H", "H", "H"],
  "positions_angstrom": [[0.10037, 0.12493, 0.15134], [5.96528, 4.63249, 0.33943], [4.69536, 3.23562, 0.21630], [5.13920, 1.90245, 0.11023], [4.24382, 0.87852, 0.03089], [2.83585, 1.10105, 0.06171], [2.08107, 0.06031, 0.02237], [2.40371, 2.45838, 0.14150], [1.04262, 2.87164, 0.12134], [0.00823, 2.10292, 0.01684], [-1.31593, 2.60655, 0.00758], [-1.69172, 3.91419, -0.15190], [-3.05662, 4.27377, -0.10060], [-4.02821, 3.33601, 0.09578], [-3.67440, 1.97225, 0.22904], [-4.61566, 0.93235, 0.41947], [-4.18784, -0.35631, 0.52457], [-2.80796, -0.63062, 0.42769], [-1.91803, 0.31111, 0.24648], [-2.32068, 1.61665, 0.16493], [3.36268, 3.50158, 0.22790], [6.20133, 1.69587, 0.09451], [4.57586, -0.14804, -0.04173], [0.87987, 3.94451, 0.19678], [-0.95611, 4.68805, -0.31998], [-3.32276, 5.31533, -0.21874], [-5.07200, 3.61763, 0.14502], [-5.66849, 1.17768, 0.48360], [-4.87562, -1.17453, 0.67915], [-2.43408, -1.64227, 0.50744], [3.01366, 4.52424, 0.29961], [-0.04577, -2.14922, 3.91414], [-0.03582, -1.50775, 2.86222], [-0.14575, -0.28649, 2.64090], [0.10553, -2.42996, 1.59105], [0.18044, -3.83003, 1.80087], [0.29459, -4.66985, 0.74182], [0.34731, -4.14182, -0.57227], [0.47279, -4.95627, -1.72117], [0.52864, -4.39790, -2.96555], [0.46450, -2.99660, -3.11177], [0.34131, -2.18480, -2.01920], [0.27630, -2.74536, -0.72400], [0.14241, -1.92599, 0.37419], [0.14380, -4.15816, 2.82892], [0.34973, -5.74313, 0.88298], [0.52624, -6.03041, -1.59202], [0.62642, -5.02504, -3.84167], [0.51950, -2.55840, -4.09971], [0.30507, -1.10713, -2.11828]],
  "forces_ev_per_a": [[-0.019, 0.070, 0.096], [0.013, 0.029, -0.006], [-0.054, -0.074, -0.004], [0.051, 0.032, -0.007], [-0.054, 0.012, 0.002], [0.110, -0.055, 0.010], [-0.071, 0.048, -0.058], [-0.095, 0.051, -0.009], [0.035, -0.044, -0.041], [-0.037, 0.075, -0.006], [0.073, -0.076, -0.037], [-0.095, -0.009, 0.030], [0.102, -0.013, -0.007], [-0.018, -0.029, 0.015], [-0.079, 0.041, -0.003], [-0.008, 0.034, 0.003], [0.107, -0.014, -0.003], [-0.081, 0.007, 0.035], [0.082, 0.039, -0.027], [0.055, -0.004, -0.020], [0.032, -0.008, -0.008], [-0.002, 0.003, 0.008], [-0.004, -0.003, 0.005], [-0.001, 0.000, 0.008], [-0.004, 0.004, 0.007], [-0.013, 0.000, 0.001], [0.000, -0.001, -0.006], [0.000, -0.001, -0.003], [-0.006, 0.002, 0.003], [0.006, -0.002, -0.010], [0.004, 0.002, 0.008], [0.021, 0.035, 0.035], [-0.118, -0.137, -0.102], [0.002, -0.049, -0.024], [0.053, -0.046, 0.025], [0.002, 0.074, 0.035], [-0.008, -0.010, -0.012], [0.011, -0.037, -0.003], [-0.004, 0.004, 0.024], [0.002, 0.021, -0.019], [-0.001, -0.004, 0.001], [-0.004, -0.031, 0.036], [-0.018, 0.061, 0.008], [0.027, 0.023, 0.053], [-0.001, -0.010, -0.006], [0.006, -0.002, -0.012], [0.000, 0.000, 0.002], [0.001, -0.002, 0.001], [-0.002, -0.006, -0.003], [-0.001, -0.002, -0.013]]
}